DFT (the ωB97M-V functional and the def2-TZVPD basis) results for 9 unconnected molecules or ions with the total composition C14H46O9 in a non-equilibrium geometry.

Values from the calculation:
Kohn-Sham gap: 10.16 eV
SMILES: CCO.CCO.CCO.CCO.CCO.CCO.CCO.O.O
F_max: 0.0476 hartree/bohr
calculated total energy: -33688.4082 eV

Each line ends with the Mulliken charge.
Cartesian coordinates (Å):
O  11.852  -21.644  -21.182  -0.50
O  15.044  -25.433  -14.161  -0.57
O  14.190  -14.744  -13.358  -0.52
O  14.520  -24.234  -19.679  -0.35
O  11.669  -25.694  -15.844  -0.50
O  15.126  -16.770  -19.203  -0.60
O  17.260  -22.334  -17.958  -0.34
O  14.151  -21.341  -18.282  -0.02
O  15.415  -20.922  -21.135  -0.63
C  11.460  -20.335  -21.370  0.10
C  13.917  -19.991  -16.290  -0.55
C  15.126  -23.848  -16.019  -0.09
C  17.786  -21.197  -15.903  -0.50
C  14.259  -15.986  -14.071  -0.25
C  15.041  -25.315  -20.392  -0.20
C  11.832  -23.407  -16.765  -0.07
C  11.097  -20.191  -22.813  -1.28
C  18.295  -22.153  -16.982  -0.63
C  10.972  -24.566  -16.355  -0.58
C  13.768  -20.034  -17.830  -0.01
C  16.570  -25.352  -20.220  -1.12
C  15.705  -16.154  -14.547  -0.81
C  14.774  -24.129  -14.542  -0.31
H  14.969  -20.128  -16.027  -0.08
H  12.352  -23.031  -15.885  -0.11
H  14.257  -25.951  -13.992  0.33
H  10.256  -20.852  -23.022  0.30
H  15.088  -21.545  -18.198  -0.02
H  15.069  -22.807  -16.333  -0.40
H  13.699  -23.955  -14.462  0.14
H  11.219  -26.015  -15.061  0.30
H  14.037  -16.890  -13.497  0.22
H  10.898  -19.165  -23.116  0.37
H  10.494  -24.952  -17.260  0.24
H  16.540  -16.242  -13.848  0.35
H  14.396  -24.383  -16.628  0.20
H  12.391  -19.811  -21.122  0.17
H  16.938  -26.328  -20.537  0.37
H  17.572  -21.850  -18.728  0.26
H  14.622  -14.892  -12.513  0.31
H  10.262  -24.266  -15.582  0.38
H  15.913  -16.753  -19.754  0.30
H  12.513  -23.760  -17.542  -0.10
H  11.957  -20.559  -23.375  0.28
H  16.003  -15.309  -15.168  0.28
H  13.447  -20.794  -15.723  0.07
H  15.040  -21.198  -21.975  0.31
H  16.732  -25.304  -19.141  0.23
H  16.958  -21.740  -15.441  -0.08
H  15.060  -15.881  -18.846  0.29
H  17.060  -24.478  -20.647  0.32
H  14.800  -25.158  -21.446  0.23
H  13.519  -16.026  -14.868  0.27
H  17.235  -20.385  -16.381  0.10
H  14.650  -26.248  -19.986  0.33
H  11.901  -21.864  -20.248  0.24
H  15.836  -17.107  -15.067  0.15
H  10.673  -20.026  -20.676  0.32
H  12.776  -19.811  -18.227  0.24
H  16.105  -24.222  -16.323  0.41
H  19.206  -21.840  -17.500  0.47
H  14.295  -19.230  -18.351  0.16
H  18.642  -23.115  -16.601  0.29
H  14.722  -21.102  -20.490  0.29
H  13.699  -19.026  -15.828  0.33
H  15.302  -23.353  -13.983  0.23
H  18.507  -20.851  -15.166  0.45
H  15.225  -23.604  -19.508  0.14
H  11.358  -22.591  -17.312  0.41


DFT (the ωB97M-V functional and the def2-TZVPD basis) results for a single C17H24N2O2 molecule.

Values from the calculation:
Kohn-Sham gap: 9.59 eV
SMILES: CC[C@@H](C)NC(=O)[C@@H]1CCC(=O)N1CCc1ccccc1
F_max: 0.0145 hartree/bohr
calculated total energy: -25095.3970 eV

Each line ends with the Mulliken charge.
Cartesian coordinates (Å):
O  -2.142  3.294  -0.341  -0.68
O  -3.054  -1.271  -0.955  -0.67
N  -0.963  -1.696  -0.218  -0.02
N  -1.589  1.244  0.476  0.32
C  -0.043  -1.038  -3.047  -1.18
C  -3.865  1.680  0.307  -0.60
C  2.835  0.302  1.209  -0.13
C  0.474  -2.155  -2.149  -0.43
C  4.785  1.622  0.761  -0.40
C  -0.613  -2.695  -1.211  -0.02
C  -2.462  2.212  0.095  0.59
C  0.599  1.361  1.645  -0.73
C  4.183  0.385  0.908  -0.76
C  -3.677  0.446  1.186  -0.88
C  -0.167  1.391  0.313  -0.74
C  4.033  2.774  0.916  -0.61
C  -2.226  0.020  0.922  0.20
C  -0.163  -3.973  -0.509  -1.58
C  2.685  2.689  1.216  -0.29
C  2.073  1.452  1.370  0.11
C  -2.145  -1.050  -0.186  0.15
H  -0.250  -1.471  0.458  0.30
H  4.498  3.742  0.802  0.38
H  0.757  -3.799  0.047  0.31
H  0.761  -0.644  -3.665  0.37
H  -0.019  2.362  -0.170  0.46
H  -4.365  -0.354  0.922  0.38
H  -0.930  -4.315  0.182  0.41
H  -0.455  -0.221  -2.460  0.19
H  -0.830  -1.410  -3.698  0.38
H  5.837  1.688  0.527  0.38
H  -1.528  -2.882  -1.781  0.41
H  0.271  2.199  2.261  0.37
H  2.373  -0.669  1.330  0.34
H  1.315  -1.792  -1.550  0.20
H  2.100  3.589  1.335  0.41
H  -4.267  1.410  -0.671  0.23
H  0.019  -4.757  -1.238  0.42
H  -1.737  -0.359  1.828  0.35
H  0.225  0.615  -0.355  0.05
H  4.764  -0.518  0.790  0.38
H  0.380  0.434  2.181  0.44
H  0.838  -2.976  -2.768  0.44
H  -4.510  2.438  0.746  0.38
H  -3.807  0.697  2.239  0.38


For reference, E_LUMO by record: 0.4; 0.6 eV.